[1]
{
  "formula": "C5H8O3",
  "method": "ωB97M-V with the def2-TZVPD basis set",
  "elements": ["C", "C", "C", "C", "C", "H", "H", "H", "H", "H", "H", "H", "H", "O", "O", "O"],
  "xyz": [[-2.058, 0.354, -0.321], [-0.715, 0.016, 0.619], [0.375, -0.651, -0.209], [2.627, -0.159, -0.092], [0.685, 0.485, 0.383], [-4.140, 0.013, 0.143], [-1.504, 0.681, -1.363], [-2.381, 1.305, 0.146], [-1.189, -0.259, 1.532], [0.131, -0.621, -1.296], [2.956, 0.025, 1.261], [3.640, -0.360, -1.006], [1.216, 0.005, 1.251], [-2.951, -0.567, -0.319], [1.592, -1.225, -0.181], [1.715, 0.960, -0.547]],
  "gap_ha": 0.307,
  "homo_ev": -9.153,
  "multiplicity": 1,
  "e_tot_ha": -420.5834
}



[2]
{
  "formula": "C4H14N2O",
  "method": "ωB97M-V with the def2-TZVPD basis set",
  "elements": ["C", "C", "C", "C", "N", "N", "H", "H", "H", "H", "H", "H", "H", "H", "H", "H", "H", "H", "H", "H", "O"],
  "xyz": [[0.653, 2.806, 0.630], [0.728, 1.297, 0.455], [-0.384, 0.449, 1.060], [0.073, -1.021, 1.082], [0.139, -1.463, 2.448], [1.252, 0.801, -0.798], [0.823, 2.994, 1.701], [-0.239, 3.422, 0.313], [1.470, 3.248, 0.011], [1.546, 0.953, 1.092], [-0.493, 0.756, 2.108], [-1.377, 0.651, 0.591], [0.936, -1.405, 0.464], [-0.614, -1.764, 0.585], [0.649, -0.978, 3.197], [0.516, -2.416, 2.486], [0.620, 0.744, -1.599], [1.840, -0.025, -0.814], [-2.983, -2.143, -4.506], [-2.390, -2.729, -3.386], [-2.082, -2.224, -4.155]],
  "gap_ha": [0.404, 0.164],
  "charge": 1,
  "homo_ev": [-14.045, -13.067],
  "multiplicity": 2,
  "e_tot_ha": -345.1773,
  "s_squared": 0.760
}



[3]
{
  "formula": "C5H9N",
  "method": "ωB97M-V with the def2-TZVPD basis set",
  "elements": ["C", "C", "C", "N", "C", "C", "H", "H", "H", "H", "H", "H", "H", "H", "H"],
  "xyz": [[-0.649, 1.004, 1.221], [0.400, 1.591, 0.335], [-0.522, 0.525, -0.195], [0.050, -0.784, -0.474], [-0.776, -1.805, -0.682], [1.392, -0.842, -0.510], [-0.329, 0.327, 2.008], [-1.500, 1.637, 1.445], [0.296, 2.594, -0.059], [1.413, 1.329, 0.616], [-1.354, 0.753, -0.857], [-1.784, -1.791, -0.288], [-0.349, -2.700, -1.108], [1.907, 0.001, -0.958], [1.804, -1.839, -0.494]],
  "gap_ha": 0.287,
  "homo_ev": -6.750,
  "multiplicity": 1,
  "e_tot_ha": -250.5374
}



What did the second record say?
{
  "formula": "C4H14N2O",
  "method": "ωB97M-V with the def2-TZVPD basis set",
  "elements": ["C", "C", "C", "C", "N", "N", "H", "H", "H", "H", "H", "H", "H", "H", "H", "H", "H", "H", "H", "H", "O"],
  "xyz": [[0.653, 2.806, 0.630], [0.728, 1.297, 0.455], [-0.384, 0.449, 1.060], [0.073, -1.021, 1.082], [0.139, -1.463, 2.448], [1.252, 0.801, -0.798], [0.823, 2.994, 1.701], [-0.239, 3.422, 0.313], [1.470, 3.248, 0.011], [1.546, 0.953, 1.092], [-0.493, 0.756, 2.108], [-1.377, 0.651, 0.591], [0.936, -1.405, 0.464], [-0.614, -1.764, 0.585], [0.649, -0.978, 3.197], [0.516, -2.416, 2.486], [0.620, 0.744, -1.599], [1.840, -0.025, -0.814], [-2.983, -2.143, -4.506], [-2.390, -2.729, -3.386], [-2.082, -2.224, -4.155]],
  "gap_ha": [0.404, 0.164],
  "charge": 1,
  "homo_ev": [-14.045, -13.067],
  "multiplicity": 2,
  "e_tot_ha": -345.1773,
  "s_squared": 0.760
}



- What is the formula in the third record?
  C5H9N